Computed, not measured: a molecular structure, C39H37IrN3OS4Sb, with wB97M-V/def2-TZVPD.

The geometry in XYZ format:
```
86
Properties=species:S:1:pos:R:3
Ir -0.7537 2.3091 2.0401
C 0.7853 3.2136 4.4329
N -0.3516 2.3157 4.1004
C -0.0490 0.9090 4.4701
C 0.8882 0.2990 3.4530
N 0.3472 0.3474 2.0616
C 1.5024 0.2918 1.1421
C -0.5711 -0.7816 1.8292
C -0.0807 -2.0287 1.4544
C -0.9381 -3.0929 1.2344
C -2.3057 -2.9114 1.4079
C -2.7938 -1.6778 1.7887
C -1.9401 -0.5872 2.0041
S -2.6329 0.9510 2.4650
C -1.5338 2.8504 4.8065
C -1.8422 2.4457 6.0923
C -2.9140 3.0211 6.7633
C -3.6592 4.0093 6.1392
C -3.3490 4.4080 4.8477
C -2.2890 3.8303 4.1553
S -1.8967 4.2817 2.4987
H 0.5310 4.2173 4.0986
H 1.6821 2.8914 3.9077
H 0.9575 3.2044 5.5121
H -0.9964 0.3724 4.4851
H 0.4110 0.8596 5.4615
H 1.1066 -0.7374 3.7263
H 1.8356 0.8394 3.4431
H 2.1240 -0.5848 1.3376
H 2.1051 1.1846 1.2828
H 1.1328 0.2689 0.1201
H 0.9791 -2.1836 1.3047
H -0.5397 -4.0517 0.9271
H -2.9918 -3.7324 1.2373
H -3.8588 -1.5237 1.9108
H -1.2600 1.6792 6.5860
H -3.1623 2.6914 7.7633
H -4.5012 4.4586 6.6502
H -3.9503 5.1548 4.3451
O -1.3860 2.3205 0.0868
N -0.8090 3.2253 -0.7123
C -1.4081 3.3875 -1.9120
C -0.9008 4.2500 -2.8409
C 0.2551 4.9701 -2.5247
C 0.8458 4.7922 -1.3003
C 0.3154 3.8949 -0.3591
S 1.0313 3.6354 1.1863
H -2.2854 2.7736 -2.0430
H -1.4013 4.3587 -3.7911
H 0.6756 5.6704 -3.2338
H 1.7299 5.3429 -1.0128
S -0.6497 0.0467 -1.6453
Sb 0.4342 -1.5561 -2.7717
C 1.3008 -0.9084 -4.5884
C 2.1528 0.1919 -4.5288
C 2.7308 0.6887 -5.6871
C 2.4477 0.0995 -6.9119
C 1.5805 -0.9806 -6.9781
C 1.0051 -1.4844 -5.8187
C -0.7483 -3.2576 -3.1637
C -1.9350 -3.3566 -2.4439
C -2.7471 -4.4714 -2.6047
C -2.3800 -5.4781 -3.4861
C -1.1944 -5.3812 -4.2028
C -0.3740 -4.2739 -4.0390
C 2.0427 -2.3923 -1.6739
C 1.9910 -3.7202 -1.2631
C 3.0048 -4.2448 -0.4719
C 4.0719 -3.4450 -0.0890
C 4.1266 -2.1183 -0.4957
C 3.1124 -1.5919 -1.2825
H 2.3494 0.6835 -3.5822
H 3.3938 1.5426 -5.6343
H 2.8950 0.4904 -7.8166
H 1.3448 -1.4306 -7.9339
H 0.3159 -2.3167 -5.8877
H -2.2210 -2.5617 -1.7627
H -3.6686 -4.5496 -2.0422
H -3.0178 -6.3433 -3.6147
H -0.9058 -6.1695 -4.8861
H 0.5644 -4.2231 -4.5792
H 1.1564 -4.3492 -1.5505
H 2.9584 -5.2782 -0.1526
H 4.8608 -3.8541 0.5289
H 4.9564 -1.4912 -0.1955
H 3.1557 -0.5485 -1.5739
```

Values from the calculation:
**Net charge**: 0
**Relative energy (zero: lowest compared OMol25 entry of this formula, charge and spin)**: 7.8 kcal/mol

Mulliken atomic charge list, values in e, 6 entries: Ir 2.422; C -1.270; N 0.599; C -1.209; C -0.895; N 0.540

---

Computed, not measured: 3 unconnected molecules or ions with the total composition C39H38BrN5O5P, with wB97M-V/def2-TZVPD.

The geometry in XYZ format:
```
89
Properties=species:S:1:pos:R:3
C 3.5501 3.5920 -1.2608
C 3.0878 2.2445 -0.7078
P 1.8054 1.5280 -1.7951
C 0.5284 2.8172 -2.0868
N 0.8913 0.4180 -0.7633
Br 0.4434 0.7848 1.0119
C 0.4178 -0.7471 -1.2360
N 0.6375 -1.1883 -2.4683
C 0.0285 -2.3559 -2.5587
C -0.0122 -3.3004 -3.6972
C 0.3372 -2.7134 -5.0662
C 1.5802 -1.8324 -5.1116
C 2.8570 -2.5272 -4.6258
N 3.5133 -1.7472 -3.5500
C 4.8460 -2.1798 -3.3147
C 4.9897 -3.3987 -2.4494
O 5.8104 -1.5680 -3.7583
N -0.5904 -2.6366 -1.4128
N -0.3362 -1.6233 -0.5519
H 2.7409 4.1818 -1.6723
H 3.9941 4.1872 -0.4777
H 4.2873 3.4659 -2.0408
H 2.7911 2.3207 0.3354
H 3.9398 1.5780 -0.7428
H 0.9359 3.6876 -2.5715
H 0.0408 3.0751 -1.1495
H -0.2198 2.3318 -2.6987
H 0.5957 -4.1612 -3.4387
H -1.0328 -3.6717 -3.7385
H 0.5299 -3.5540 -5.7215
H -0.5093 -2.1767 -5.4778
H 1.4462 -0.8901 -4.6086
H 1.7387 -1.5747 -6.1530
H 3.5519 -2.5791 -5.4620
H 2.6945 -3.5530 -4.3060
H 3.6145 -0.8004 -3.9002
H 5.5076 -4.1809 -2.9866
H 4.0167 -3.7715 -2.1524
H 5.5527 -3.1583 -1.5573
H -1.1496 -3.4400 -1.1739
H -0.6689 -1.5289 0.3962
C -3.2334 8.9343 1.4011
C -4.6132 9.0934 1.4733
C -5.4540 8.0699 1.0707
C -4.9192 6.8850 0.5844
C -3.5320 6.7324 0.4934
C -2.6935 7.7575 0.9121
C -2.9376 5.4887 -0.0631
O -1.7329 5.3421 -0.1393
C -3.8606 4.4181 -0.5338
C -3.3238 3.2740 -1.1036
C -4.1575 2.2585 -1.5374
C -5.5368 2.3817 -1.3964
C -6.0777 3.5244 -0.8321
C -5.2425 4.5493 -0.4060
C -5.8398 5.7885 0.1724
O -7.0395 5.8960 0.2978
H -2.5794 9.7332 1.7237
H -5.0321 10.0182 1.8461
H -6.5268 8.1877 1.1303
H -1.6219 7.6318 0.8500
H -2.2523 3.1852 -1.2074
H -3.7369 1.3676 -1.9865
H -6.1893 1.5863 -1.7308
H -7.1482 3.6277 -0.7236
C -1.0803 -6.1977 6.8691
C 0.0342 -5.9421 7.6609
C 1.1104 -5.2409 7.1440
C 1.0814 -4.8002 5.8283
C -0.0317 -5.0746 5.0257
C -1.1140 -5.7659 5.5546
C -0.0674 -4.6492 3.6037
O -1.0301 -4.8693 2.8956
C 1.1210 -3.9365 3.0528
C 1.1289 -3.5785 1.7134
C 2.2102 -2.9016 1.1810
C 3.2948 -2.5715 1.9881
C 3.2959 -2.9336 3.3244
C 2.2128 -3.6230 3.8586
C 2.2402 -4.0318 5.2954
O 3.1833 -3.7438 5.9972
H -1.9220 -6.7390 7.2791
H 0.0613 -6.2901 8.6844
H 1.9757 -5.0357 7.7583
H -1.9764 -5.9669 4.9349
H 0.2817 -3.8421 1.0928
H 2.2138 -2.6288 0.1322
H 4.1382 -2.0362 1.5727
H 4.1359 -2.6858 3.9581
```

Values from the calculation:
**Net charge**: +1

Mulliken atomic charge list, values in e, 6 entries: C -1.209; C -0.462; P 0.160; C -1.391; N -0.015; Br -0.043

---

Computed F_max, in the same sequence as the records: 0.0057; 0.0301 hartree/bohr.
Computed orbital gap, in the same sequence as the records: 6.99; 8.25 eV.